Arrangement P

Density functional theory data (ωB97M-V/def2-TZVPD) for a 12-piece molecular cluster, C36H96O36S12 overall.

- multiplicity = 1
- HOMO (Eh) = -0.3715
- gap between HOMO and LUMO (eV) = 9.825
- structure (SMILES) = CCOS(C)(=O)=O.CCOS(C)(=O)=O.CCOS(C)(=O)=O.CCOS(C)(=O)=O.CCOS(C)(=O)=O.CCOS(C)(=O)=O.CCOS(C)(=O)=O.CCOS(C)(=O)=O.CCOS(C)(=O)=O.CCOS(C)(=O)=O.CCOS(C)(=O)=O.CCOS(C)(=O)=O

XYZ file:
```
180
C36H96O36S12 (ωB97M-V/def2-TZVPD)
O 5.028 5.733 -0.692
O -2.310 -7.828 -0.190
C -0.077 0.629 -0.950
S -1.529 -9.219 -0.215
C -0.277 -1.642 1.165
S 1.166 -0.684 0.838
S 0.221 -4.843 4.101
H -0.149 -4.884 7.498
O -0.643 -9.231 -1.323
H 5.093 3.719 1.660
H -1.338 7.752 -0.158
H -1.258 2.332 -0.577
H 1.364 -1.738 -3.130
C -2.129 -5.464 -0.560
H -1.046 3.981 2.955
O -1.091 -9.465 1.116
C -5.159 -3.156 3.618
O 1.926 -1.366 -0.160
H 3.724 -1.667 -2.097
H 0.602 0.303 -1.742
O 0.889 -3.911 3.252
H -4.072 3.908 -3.575
O 3.804 -6.386 -0.439
C 4.461 -2.468 -2.076
H 1.871 6.472 2.007
C 3.203 2.676 -2.572
C 4.933 2.860 1.004
H -6.054 -0.993 -0.026
O -3.934 1.708 -5.816
H -0.811 -1.833 0.237
H -1.177 1.892 -2.294
H 3.206 2.068 2.029
O 4.227 7.807 0.353
H 5.913 1.589 -1.460
C 3.209 7.191 -1.933
O 0.374 -4.411 5.618
H 5.164 3.287 0.024
C 0.470 5.695 0.646
H 0.800 -2.370 -4.714
S -4.098 -1.770 0.856
H -3.000 2.502 -3.507
H -6.485 7.232 -1.280
C -5.428 7.789 0.570
H 6.040 0.014 -0.549
H -1.597 -2.967 6.893
H -5.875 -3.449 2.851
O -2.445 5.488 0.418
H -5.748 5.156 -8.217
H 5.155 -5.986 4.036
C 5.474 -6.888 3.518
O -0.436 0.102 -4.044
H 5.195 -7.827 1.550
O -3.497 -1.808 2.334
H -3.247 -10.106 -1.586
O 5.886 1.821 1.403
C -3.733 -3.026 3.138
O -3.243 -0.864 0.179
H -0.475 -6.783 -0.425
C -4.391 5.292 -6.563
H 1.903 0.877 -6.475
H 4.995 -7.747 3.985
H 0.844 1.491 3.232
H -7.045 8.682 -0.574
C -2.316 8.048 0.188
H -1.599 -4.560 -0.249
C -0.826 2.967 3.288
H -2.905 8.369 -0.674
H -1.391 2.336 2.580
O 0.235 -4.139 -2.504
H 3.721 1.903 -2.004
O 1.672 -6.160 0.908
C 3.534 2.316 1.023
O -4.536 6.639 0.303
O 1.651 1.166 -3.656
O 3.707 -6.614 1.971
C -5.534 5.819 -7.379
C 2.647 2.197 -3.899
H 2.960 6.364 -2.592
H -4.255 5.958 -5.706
H 1.239 -6.576 2.983
C 1.718 6.504 0.928
H -6.443 5.922 -6.783
H 1.484 -0.726 -5.710
H -2.599 -11.266 -0.359
H 3.865 3.533 -2.707
O 1.842 -5.016 -4.171
H 6.552 -7.013 3.671
H -1.372 -6.475 1.097
H 4.742 -2.610 -1.028
H 0.797 2.574 1.963
H 0.455 -7.145 4.487
S 3.050 -5.910 0.677
H 1.578 7.539 0.620
H -2.642 -4.378 7.216
O 0.006 2.306 -5.113
H -0.355 5.797 1.362
C -5.674 -0.967 0.994
H 3.883 7.927 -2.363
S -3.105 6.633 0.964
O -2.729 2.147 6.421
H -0.957 -5.878 6.294
H 3.231 -4.126 2.181
H 2.257 7.686 -1.734
C -0.602 1.987 -1.382
O -3.553 3.149 4.337
H 3.392 1.458 0.369
H 5.781 -6.136 1.479
S 1.453 -4.042 -3.213
H 5.359 -2.136 -2.596
O -3.157 6.830 2.354
H -2.294 -3.907 5.562
H 0.215 2.686 -1.553
H -2.312 4.096 -3.922
C -2.769 0.610 4.360
H 2.008 -6.300 4.644
H -4.822 8.642 0.877
H 2.518 -2.213 -4.431
H -3.749 0.275 4.687
H -2.360 8.868 0.900
O 7.720 2.978 0.215
H 1.348 3.085 3.603
O -1.170 2.693 4.652
H -0.069 6.021 -0.246
H 3.423 1.750 -4.528
H -5.529 8.702 -1.404
O -1.144 -5.130 3.792
H 2.696 -3.611 0.552
H -2.077 -5.543 -1.644
S 3.990 6.660 -0.440
S -3.458 3.036 -5.702
H -0.925 -0.064 -0.991
H 0.574 4.611 0.685
C 5.171 -6.849 2.035
C 1.570 -2.430 -3.946
H -5.326 6.820 -7.755
H 4.433 -4.008 0.857
O 2.562 -3.972 -2.075
H 2.898 3.124 0.644
H -5.150 -3.952 4.366
C -2.924 -10.252 -0.561
H -3.243 -3.879 2.676
C 3.919 -3.803 -2.549
H -2.717 0.672 3.277
H 4.424 -4.664 -2.118
C -6.127 8.099 -0.721
O -4.269 -3.103 0.409
H -2.006 -0.008 4.818
H 7.370 0.611 -1.557
H 2.214 3.080 -4.377
C 0.592 2.536 3.034
O 1.803 -0.384 2.062
C -1.873 -3.970 6.563
H -3.717 -9.940 0.113
O -2.380 3.442 -6.542
H -3.116 -5.302 -0.128
C -0.651 -4.856 6.533
C 1.109 -6.397 4.046
C 6.547 0.904 -0.908
H -0.891 -1.183 1.931
H 4.003 -3.915 -3.631
C -3.184 3.457 -3.994
S 0.417 1.040 -4.649
H -5.467 -2.205 4.050
H -3.456 5.267 -7.116
S -2.650 2.278 4.997
H 0.319 0.283 -6.793
H -5.589 0.084 1.267
O -4.683 4.006 -6.034
H 2.378 3.021 -1.941
C 3.400 -4.221 1.115
O 0.624 0.696 0.302
H -6.074 7.441 1.371
H 0.037 -2.632 1.501
S 7.210 1.694 0.536
C -1.458 -6.703 0.031
O 2.863 5.837 0.324
H -3.123 -2.728 3.998
O 7.996 0.748 1.214
H -6.332 -1.426 1.721
C 1.128 0.229 -6.068
```

Löwdin population analysis, charges in e, atoms 1 to 4: atom 1 (O): -0.25, atom 2 (O): -0.25, atom 3 (C): -0.26, atom 4 (S): 0.56

Arrangement Q

Density functional theory data (ωB97M-V/def2-TZVPD) for a 12-piece molecular cluster, C36H96O36S12 overall.

- multiplicity = 1
- HOMO (Eh) = -0.3803
- gap between HOMO and LUMO (eV) = 10.144
- structure (SMILES) = CCOS(C)(=O)=O.CCOS(C)(=O)=O.CCOS(C)(=O)=O.CCOS(C)(=O)=O.CCOS(C)(=O)=O.CCOS(C)(=O)=O.CCOS(C)(=O)=O.CCOS(C)(=O)=O.CCOS(C)(=O)=O.CCOS(C)(=O)=O.CCOS(C)(=O)=O.CCOS(C)(=O)=O

XYZ file:
```
180
C36H96O36S12 (ωB97M-V/def2-TZVPD)
C -9.325 -22.958 9.671
H -11.013 -17.723 12.367
O -11.393 -10.627 12.438
H -1.896 -12.225 6.160
H 3.236 -15.837 12.373
O -2.184 -19.128 12.776
O -5.888 -7.982 10.206
O -3.872 -12.154 6.390
S -1.671 -19.002 8.371
H -6.072 -11.964 9.599
C -1.697 -18.063 15.097
C -9.409 -11.689 12.310
H -0.659 -19.113 10.198
C -7.350 -12.109 16.081
H -2.474 -12.341 7.836
H 3.258 -14.475 11.462
O -7.783 -8.965 8.690
S -9.580 -16.487 10.980
O -7.824 -21.074 10.397
O -4.876 -16.196 16.804
C -11.015 -16.648 12.188
S -2.886 -17.966 13.682
H -9.037 -10.109 4.188
H -9.680 -19.324 9.232
H -0.685 -18.120 14.697
H -2.652 -14.371 5.475
H -3.789 -21.505 9.154
H -3.510 -20.797 13.149
C -10.068 -10.390 12.034
O -6.294 -7.045 7.936
H -10.068 -10.237 10.955
H -8.080 -19.825 12.683
H -7.948 -19.670 6.105
C -9.532 -10.220 5.153
H 3.400 -14.445 13.270
C -7.643 -12.614 8.287
H -1.666 -22.593 7.750
O -4.231 -18.446 14.115
H -12.128 -20.011 10.424
S -6.434 -20.497 11.095
O -0.351 -19.249 7.769
H -10.599 -10.443 5.120
H -9.476 -12.592 11.704
C 1.333 -14.819 12.501
S -5.071 -14.860 16.239
C -9.084 -8.943 5.814
H -1.968 -21.272 6.669
O -2.736 -18.245 7.760
C -7.976 -22.521 10.197
S -11.849 -10.150 13.983
H -3.984 -5.142 6.852
H -7.277 -13.094 10.344
H -8.039 -11.599 8.292
H -6.010 -14.266 14.077
C -1.185 -18.227 9.842
H -8.730 -6.836 10.528
H -3.894 -20.384 7.844
C -2.860 -20.289 12.436
H -8.357 -11.404 12.333
O -10.626 -10.294 14.863
O -2.654 -10.056 5.610
H -3.481 -20.194 11.545
H -6.697 -11.643 15.342
H -8.160 -12.659 15.603
H -1.349 -21.624 13.093
H -9.458 -22.549 8.669
H -8.392 -13.386 8.110
H -7.221 -22.813 9.467
C -8.037 -6.403 9.806
H -9.946 -19.197 11.019
H -1.833 -14.255 11.752
H -3.303 -14.629 7.179
H -10.670 -16.026 13.015
H -11.115 -7.859 13.362
O -8.356 -17.097 11.567
H -7.802 -11.259 16.591
O -8.194 -5.981 5.864
H -7.156 -21.325 13.180
H -7.160 -19.432 7.687
H -9.643 -11.798 13.369
C -6.708 -21.187 6.840
O -6.167 -19.102 10.655
C -4.533 -10.083 7.600
H -2.027 -17.953 10.477
H -7.385 -5.604 10.159
H -2.525 -12.632 11.976
H -7.588 -21.829 6.893
H -11.879 -16.398 11.572
H -6.449 -19.655 13.333
H -4.941 -6.121 8.976
C -5.551 -5.852 8.114
H -3.220 -22.465 6.758
H -6.077 -4.915 8.299
H -4.856 -17.614 8.036
H -5.339 -10.767 7.868
H -8.006 -8.801 5.736
H -6.988 -12.613 7.415
H -2.001 -19.000 15.564
C -10.520 -5.305 4.737
H -1.134 -12.836 10.952
O -5.052 -10.341 4.943
O -0.879 -14.064 14.271
H -12.641 -8.482 12.560
S -9.582 -6.375 6.014
H 0.927 -15.325 11.625
C -5.434 -15.116 14.442
O -2.150 -20.459 9.012
H -5.994 -21.407 7.633
C -2.461 -21.960 7.355
C -6.999 -19.695 6.641
O -3.337 -14.405 9.509
C 2.846 -14.820 12.410
O -7.021 -16.983 5.259
C -12.060 -8.389 13.478
C -2.569 -14.142 6.537
C -10.261 -18.862 10.031
H -9.225 -8.955 6.895
S -5.776 -17.455 5.850
H -0.806 -20.742 11.644
O -13.166 -10.752 14.250
H -2.034 -17.128 15.544
H -10.057 -5.703 3.834
H -10.090 -22.650 10.384
O -10.271 -6.370 7.317
H -0.466 -17.419 9.703
H -11.598 -5.402 4.872
H 1.142 -15.395 13.406
H -5.361 -15.945 7.655
C -7.110 -20.316 12.772
S -4.615 -14.375 10.260
H -9.734 -9.479 12.529
C -1.668 -21.175 12.152
H -1.932 -22.012 11.505
H -4.660 -16.899 10.161
S -6.937 -7.844 9.196
C -6.673 -12.864 9.466
C -4.721 -5.943 6.803
H -4.805 -16.096 11.775
H -5.409 -5.839 5.964
H -9.315 -24.046 9.598
H -1.578 -14.540 6.754
O -4.524 -17.165 5.184
H -4.907 -9.061 7.534
O -6.616 -14.385 16.576
C -5.150 -16.117 10.741
H -6.166 -21.510 5.952
C -2.646 -12.673 6.812
H -7.670 -23.164 11.022
H -10.154 -4.355 5.126
H -5.779 -16.122 14.201
C -5.654 -16.995 7.626
O -4.128 -13.737 16.467
H -7.446 -13.201 18.014
C -1.599 -13.197 11.869
O -5.889 -13.972 9.159
O -5.882 -19.083 6.010
H -12.063 -19.252 8.850
C -6.787 -13.089 17.153
H -12.600 -7.902 14.290
S -3.977 -10.521 5.933
H -6.215 -16.347 10.722
O -9.797 -7.850 5.342
C -3.207 -21.068 8.342
H -4.447 -15.053 13.984
S -0.486 -13.041 13.281
O -10.086 -17.484 9.794
H -12.372 -18.282 10.341
H -3.563 -10.096 8.096
O -4.804 -13.571 11.510
H -4.138 -6.858 6.699
O -2.734 -16.742 12.861
O -9.521 -15.182 10.359
C -11.812 -19.108 9.901
O -0.423 -11.620 13.637
H -5.962 -12.805 17.807
H -8.628 -5.966 9.001
O -5.409 -21.551 10.918
H -6.645 -16.962 8.079
O 0.963 -13.484 12.536
H -9.153 -11.098 5.676
```

Löwdin population analysis, charges in e, atoms 1 to 4: atom 1 (C): -0.06, atom 2 (H): 0.05, atom 3 (O): -0.30, atom 4 (H): 0.11

Which of them is the least stable? Correct choice: arrangement Q.

Arrangement P

Density functional theory data (ωB97M-V/def2-TZVPD) for a 2-piece molecular cluster, C2H8N4O2 overall.

- multiplicity = 1
- HOMO (Eh) = -0.3153
- gap between HOMO and LUMO (eV) = 9.269

XYZ file:
```
16
C2H8N4O2 (ωB97M-V/def2-TZVPD)
H -1.535 0.737 1.298
N 0.352 -0.757 -1.295
H 1.870 0.038 -1.500
H -0.379 1.478 0.928
N -0.147 0.475 0.992
N -2.313 0.824 0.153
H -0.417 -1.022 -2.036
O 1.282 0.245 1.171
H -3.354 0.319 0.128
H 2.527 -1.096 1.896
C 1.299 -0.982 1.952
C -0.323 0.039 -0.474
N -1.539 0.214 -0.798
H 0.923 -1.878 1.251
H 0.663 -0.769 2.955
O 1.139 0.075 -2.066
```

Löwdin population analysis, charges in e, atoms 1 to 4: atom 1 (H): 0.19, atom 2 (N): -0.05, atom 3 (H): 0.05, atom 4 (H): 0.12

Arrangement Q

Density functional theory data (ωB97M-V/def2-TZVPD) for C2H8N4O2 as an isolated structure.

- multiplicity = 1
- HOMO (Eh) = -0.3116
- gap between HOMO and LUMO (eV) = 8.703

XYZ file:
```
16
C2H8N4O2 (ωB97M-V/def2-TZVPD)
H -1.656 -1.871 -0.994
H -1.463 0.531 2.242
N 0.851 2.032 1.113
N -1.835 0.007 1.458
H -1.291 0.679 -1.682
O 1.186 0.289 -0.646
N 0.937 0.869 0.955
H 0.547 2.658 0.354
H 1.710 -1.659 -0.177
H 2.353 -1.028 -1.725
C 2.101 -0.768 -0.690
C -1.378 0.060 -0.800
O -2.138 -1.032 -1.031
N -1.492 0.705 0.314
H 3.050 -0.527 -0.192
H -1.481 -0.947 1.500
```

Löwdin population analysis, charges in e, atoms 1 to 4: atom 1 (H): 0.10, atom 2 (H): 0.06, atom 3 (N): 0.10, atom 4 (N): 0.01

Arrangement R

Density functional theory data (ωB97M-V/def2-TZVPD) for a 2-piece molecular cluster, C2H8N4O2 overall.

- multiplicity = 1
- HOMO (Eh) = -0.3566
- gap between HOMO and LUMO (eV) = 10.323
- structure (SMILES) = NC(N)(N)N=C=O.O

XYZ file:
```
16
C2H8N4O2 (ωB97M-V/def2-TZVPD)
O -0.452 -1.815 -2.412
O -0.749 0.906 -2.372
C 0.156 0.265 0.805
H 0.162 -1.691 -3.147
H -0.505 -1.268 1.969
H 1.116 -1.293 1.643
H 1.326 1.711 -0.035
H -0.019 -1.764 -1.405
H -1.110 1.834 0.443
H -1.785 0.642 1.357
N -0.929 1.151 1.170
N 1.409 0.965 0.647
C -0.506 0.111 -1.553
N -0.107 -0.422 -0.501
H 1.670 1.366 1.541
N 0.324 -0.698 1.849
```

Löwdin population analysis, charges in e, atoms 1 to 4: atom 1 (O): -0.11, atom 2 (O): 0.17, atom 3 (C): -0.71, atom 4 (H): 0.06

Which of them is the least stable? Correct choice: arrangement P.

Arrangement P

Density functional theory data (ωB97M-V/def2-TZVPD) for a 2-piece molecular cluster, C4H9O2P overall.

- multiplicity = 1
- HOMO (spin up / spin down) (Eh) = -0.2935 / -0.3095
- gap between HOMO and LUMO (spin up / spin down) (eV) = 7.110 / 7.720

XYZ file:
```
16
C4H9O2P (ωB97M-V/def2-TZVPD)
C 1.495 1.340 0.148
C -1.121 -2.106 -1.294
H -1.386 -2.957 -2.086
P 1.180 -1.442 -0.020
H 2.176 1.392 0.996
C 0.074 1.384 0.293
C -0.570 1.615 1.651
H 0.159 2.003 2.391
H -1.424 -2.572 -0.262
H 1.821 1.621 -0.860
H -1.520 2.430 1.520
O -0.626 1.170 -0.682
H 2.239 -1.582 -0.877
H -1.643 -1.195 -1.674
H -1.130 0.742 2.072
O 0.276 -1.842 -1.318
```

Löwdin population analysis, charges in e, atoms 1 to 4: atom 1 (C): -0.02, atom 2 (C): -0.18, atom 3 (H): 0.11, atom 4 (P): 0.98

Arrangement Q

Density functional theory data (ωB97M-V/def2-TZVPD) for C4H9O2P in the gas phase.

- multiplicity = 1
- HOMO (Eh) = -0.2948
- gap between HOMO and LUMO (eV) = 8.308

XYZ file:
```
16
C4H9O2P (ωB97M-V/def2-TZVPD)
H -1.533 -2.239 0.970
O -1.775 -1.326 0.898
P 1.345 -1.610 -0.432
H 0.824 2.100 -0.907
H 1.611 -1.819 0.940
H -1.303 -1.144 -1.226
H 0.394 0.664 -1.834
C 0.446 0.990 -0.753
H 0.710 0.064 1.678
C -0.852 0.679 -0.097
H -1.658 1.106 -0.611
C -1.115 -0.797 -0.191
O 1.641 0.203 1.465
H 2.628 0.487 -0.213
H -0.775 0.874 0.980
C 1.617 0.193 -0.009
```

Löwdin population analysis, charges in e, atoms 1 to 4: atom 1 (H): 0.09, atom 2 (O): -0.02, atom 3 (P): 0.89, atom 4 (H): 0.14

Which of them is the least stable? Correct choice: arrangement P.

Arrangement P

Density functional theory data (ωB97M-V/def2-TZVPD) for a 2-piece molecular cluster, C2H3F2IO overall.

- multiplicity = 1
- HOMO (spin up / spin down) (Eh) = -0.3001 / -0.2873
- gap between HOMO and LUMO (spin up / spin down) (eV) = 8.311 / 7.411

XYZ file:
```
9
C2H3F2IO (ωB97M-V/def2-TZVPD)
F 2.451 1.760 -1.284
H -1.483 1.218 -0.219
F 2.358 2.089 0.730
O -0.775 0.646 0.207
I 3.734 -0.415 0.051
H 0.121 -0.352 -1.424
C 2.257 1.106 -0.140
C 0.071 -0.174 -0.394
H 0.537 -0.914 0.400
```

Löwdin population analysis, charges in e, atoms 1 to 4: atom 1 (F): -0.06, atom 2 (H): 0.16, atom 3 (F): -0.01, atom 4 (O): -0.05

Arrangement Q

Density functional theory data (ωB97M-V/def2-TZVPD) for a 2-piece molecular cluster, C2H3F2IO overall.

- multiplicity = 1
- HOMO (Eh) = -0.3426
- gap between HOMO and LUMO (eV) = 9.552
- structure (SMILES) = FC(F)=CI.O

XYZ file:
```
9
C2H3F2IO (ωB97M-V/def2-TZVPD)
F -0.901 -1.279 0.810
C -1.113 0.258 -0.854
I -2.670 1.335 0.048
H -0.774 0.342 -1.894
F 0.381 -1.499 -0.869
C -0.513 -0.779 -0.339
H 1.407 1.202 0.952
H 2.036 -0.172 1.394
O 2.148 0.594 0.753
```

Löwdin population analysis, charges in e, atoms 1 to 4: atom 1 (F): 0.10, atom 2 (C): -0.58, atom 3 (I): 0.83, atom 4 (H): 0.07

Which of them is the least stable? Correct choice: arrangement P.